Here is 21 unconnected molecules or ions with the total composition C13H49NO21S at a distorted geometry from the OMol25 dataset. Energies are from wB97M-V/def2-TZVPD.

The LUMO energy comes out at -0.25 eV. Its HOMO energy is -6.7 eV.

Structure (XYZ):
```
85
C13H49NO21S | the OMol25 dataset | wB97M-V/def2-TZVPD
O 0.974 1.192 0.846
S -1.203 -1.686 -0.548
C -0.842 -0.288 0.542
C 0.370 0.205 0.217
C -3.879 1.020 3.367
C -2.624 1.634 3.318
C -4.119 -0.006 2.485
C 1.958 -1.753 -3.135
C -1.674 1.269 2.380
C -3.140 -0.441 1.551
C 2.770 -0.843 -2.489
C 0.727 -2.068 -2.570
C -1.896 0.158 1.514
C 2.268 -0.174 -1.321
C 0.337 -1.461 -1.360
N 0.981 -0.424 -0.890
H -4.701 1.407 3.969
H -2.464 2.524 3.962
H -5.061 -0.421 2.466
H 2.238 -2.159 -4.103
H -0.710 1.762 2.358
H -3.464 -1.362 0.992
H 3.723 -0.607 -2.964
H -0.016 -2.671 -3.116
H 2.803 0.530 -0.714
O -2.808 -2.052 -4.141
H -3.673 -1.745 -3.715
H -2.573 -1.402 -4.880
O -7.372 -0.739 1.333
H -8.138 -1.025 0.738
H -6.858 -1.568 1.605
O -0.613 4.542 1.235
H 0.014 4.223 1.962
H -1.378 5.038 1.673
O 4.744 0.243 -5.188
H 4.684 1.083 -4.627
H 5.622 -0.214 -4.977
O 4.614 2.361 -3.403
H 3.986 2.722 -2.697
H 5.560 2.433 -3.051
O -2.720 3.198 6.567
H -2.430 3.685 7.405
H -3.417 3.763 6.099
O 2.003 -1.877 1.869
H 1.601 -1.421 2.678
H 1.305 -2.494 1.475
O 3.553 1.338 1.821
H 2.961 0.546 1.606
H 2.974 2.063 2.226
O 4.767 -3.379 -3.556
H 4.389 -3.176 -4.473
H 4.967 -4.370 -3.510
O -2.535 -4.181 -2.466
H -2.821 -3.384 -3.020
H -1.599 -4.443 -2.750
O -0.338 3.200 -1.120
H -0.358 3.412 -0.131
H -0.762 2.292 -1.256
O 2.408 -0.473 -6.388
H 3.292 -0.697 -5.949
H 2.528 0.378 -6.921
O 1.089 3.292 3.265
H 1.891 3.846 3.537
H 0.578 3.046 4.103
O -5.844 -3.089 1.910
H -6.415 -3.924 1.941
H -4.932 -3.317 2.283
O -0.076 2.866 5.484
H 0.219 2.166 6.153
H -1.054 3.067 5.649
O -0.192 -5.484 -2.871
H 0.799 -5.672 -2.800
H -0.621 -5.717 -1.985
O -0.017 -3.656 1.538
H -0.014 -4.194 0.681
H 0.024 -4.302 2.316
O 5.764 -1.894 -1.419
H 6.653 -2.329 -1.212
H 5.401 -2.307 -2.268
O -2.732 5.097 2.940
H -3.123 4.427 3.590
H -3.481 5.440 2.353
O 2.710 3.005 -1.518
H 2.124 3.761 -1.846
H 2.318 2.655 -0.653
```

Here is 15 unconnected molecules or ions with the total composition C13H52O17 at a distorted geometry from the OMol25 dataset. Energies are from wB97M-V/def2-TZVPD.

The LUMO energy comes out at 0.02 eV. Its HOMO energy is -9.0 eV.

Structure (XYZ):
```
82
C13H52O17 | the OMol25 dataset | wB97M-V/def2-TZVPD
C -2.564 -2.215 1.519
C -2.421 -3.730 1.414
O -3.193 -3.979 0.213
C -3.448 -2.844 -0.412
O -3.980 -2.698 -1.533
O -2.995 -1.755 0.218
H -1.584 -1.770 1.687
H -3.221 -1.810 2.290
H -3.016 -4.226 2.181
H -1.353 -3.945 1.413
O -3.228 2.742 -2.338
H -3.528 1.840 -2.223
H -3.014 2.807 -3.268
O 3.152 -0.361 -0.365
H 2.325 -0.260 0.106
H 3.147 0.344 -1.013
O -3.374 0.157 -2.139
H -3.080 -0.729 -1.928
H -3.448 0.165 -3.093
O -1.389 -0.854 4.303
H -2.074 -1.362 4.739
H -1.864 -0.234 3.750
O 2.767 1.969 -1.910
H 2.383 2.824 -2.102
H 2.901 1.568 -2.769
O -3.612 1.800 0.402
H -3.790 0.880 0.208
H -3.546 2.219 -0.456
O -0.806 4.092 -1.863
H -1.566 3.510 -1.879
H -1.081 4.832 -1.322
O -3.397 0.914 3.047
H -4.273 1.021 3.418
H -3.431 1.382 2.213
O 1.096 0.779 4.095
H 0.499 0.037 4.192
H 0.733 1.455 4.667
C 2.252 3.980 2.960
C 2.026 4.437 1.525
O 1.417 5.709 1.435
H 3.030 4.627 3.366
H 2.716 2.996 3.035
H 1.331 3.966 3.544
H 1.333 3.741 1.051
H 2.972 4.584 1.003
H 1.819 6.330 2.046
C 1.247 -0.272 -4.144
C 1.594 0.990 -4.840
O 2.954 1.051 -5.066
H 1.574 -1.066 -4.816
H 0.202 -0.399 -3.861
H 1.705 -0.514 -3.186
H 1.264 1.764 -4.148
H 1.050 0.975 -5.785
H 3.250 0.419 -5.726
C -0.364 0.796 -0.531
C -0.303 0.649 0.980
O 0.845 -0.106 1.269
H -1.112 1.553 -0.768
H -0.752 -0.126 -0.964
H 0.612 1.022 -0.960
H -1.194 0.227 1.446
H -0.188 1.615 1.470
H 1.134 0.180 2.139
C 3.907 -2.435 3.897
C 3.566 -1.444 2.757
O 4.667 -1.450 1.895
H 3.791 -3.469 3.571
H 3.110 -2.420 4.640
H 4.843 -2.211 4.409
H 3.362 -0.436 3.120
H 2.688 -1.721 2.173
H 4.388 -0.968 1.113
C -1.306 -4.913 -2.573
C -0.853 -3.471 -2.804
O 0.567 -3.347 -3.010
H -1.261 -5.536 -3.467
H -2.342 -4.955 -2.237
H -0.644 -5.414 -1.867
H -1.048 -2.841 -1.937
H -1.245 -2.997 -3.704
H 0.664 -3.671 -3.909
```

Here is a molecular structure, C13H6Cl3CoNO5 at a distorted geometry from the OMol25 dataset. Energies are from wB97M-V/def2-TZVPD.

The LUMO energy (spin up / spin down) comes out at -2.25 / -2.24 eV. Its HOMO energy (spin up / spin down) is -7.5 / -7.5 eV. The multiplicity is 2.

Structure (XYZ):
```
29
C13H6Cl3CoNO5 | the OMol25 dataset | wB97M-V/def2-TZVPD
Co -0.160 0.121 -0.016
O 2.397 -0.351 3.012
C 1.752 -0.351 1.836
O 0.615 0.261 1.735
C 2.234 -1.003 0.694
C 3.304 -1.905 0.500
C 3.447 -2.516 -0.714
C 2.569 -2.224 -1.784
C 1.554 -1.332 -1.550
N 1.386 -0.741 -0.366
C 0.430 -0.893 -2.482
O 0.399 -1.180 -3.652
O -0.446 -0.202 -1.821
H 1.861 0.128 3.660
H 3.957 -2.107 1.332
H 4.225 -3.249 -0.859
H 2.663 -2.685 -2.751
Cl -6.591 -1.447 2.275
C -5.151 -0.718 1.694
C -4.044 -1.522 1.446
C -2.886 -0.936 0.987
Cl -1.485 -1.890 0.663
C -2.763 0.456 0.750
O -1.675 1.005 0.327
C -3.930 1.226 1.017
Cl -3.845 2.913 0.744
C -5.100 0.655 1.479
H -4.100 -2.585 1.607
H -5.969 1.266 1.669
```

What is the formula in the first record? C13H49NO21S

What is the formula in the third record? C13H6Cl3CoNO5

Copy entry 3 word for word.
Here is a molecular structure, C13H6Cl3CoNO5 at a distorted geometry from the OMol25 dataset. Energies are from wB97M-V/def2-TZVPD.

The LUMO energy (spin up / spin down) comes out at -2.25 / -2.24 eV. Its HOMO energy (spin up / spin down) is -7.5 / -7.5 eV. The multiplicity is 2.

Structure (XYZ):
```
29
C13H6Cl3CoNO5 | the OMol25 dataset | wB97M-V/def2-TZVPD
Co -0.160 0.121 -0.016
O 2.397 -0.351 3.012
C 1.752 -0.351 1.836
O 0.615 0.261 1.735
C 2.234 -1.003 0.694
C 3.304 -1.905 0.500
C 3.447 -2.516 -0.714
C 2.569 -2.224 -1.784
C 1.554 -1.332 -1.550
N 1.386 -0.741 -0.366
C 0.430 -0.893 -2.482
O 0.399 -1.180 -3.652
O -0.446 -0.202 -1.821
H 1.861 0.128 3.660
H 3.957 -2.107 1.332
H 4.225 -3.249 -0.859
H 2.663 -2.685 -2.751
Cl -6.591 -1.447 2.275
C -5.151 -0.718 1.694
C -4.044 -1.522 1.446
C -2.886 -0.936 0.987
Cl -1.485 -1.890 0.663
C -2.763 0.456 0.750
O -1.675 1.005 0.327
C -3.930 1.226 1.017
Cl -3.845 2.913 0.744
C -5.100 0.655 1.479
H -4.100 -2.585 1.607
H -5.969 1.266 1.669
```